The following is a quantum chemistry calculation of C9H36F2Mn2N18O11P as an isolated structure in a non-equilibrium geometry, from OMol25.

Atoms and positions in Å:
Mn  43.06092  -14.21400  30.90199
Mn  43.95513  -11.95047  24.49348
O  43.48306  -12.54876  26.54958
P  42.64625  -13.07456  27.64044
O  43.18084  -13.47107  28.96898
F  41.86727  -14.32414  27.11750
F  41.47042  -12.06191  27.81859
C  39.06068  -9.27191  28.84901
O  39.65204  -8.46261  28.15343
N  39.40378  -10.61417  28.77774
N  37.90626  -9.01575  29.54252
H  40.23805  -10.78303  28.25730
H  38.96871  -11.28326  29.38463
H  37.48386  -9.75707  30.07147
H  37.63080  -8.07565  29.76396
C  41.08463  -10.33350  24.32658
O  42.27055  -10.72462  24.35208
N  40.65431  -9.59503  23.27485
N  40.15861  -10.66289  25.24636
H  41.37268  -9.42145  22.59549
H  39.74645  -9.16885  23.24962
H  40.38854  -11.01975  26.15904
H  39.20883  -10.36795  25.09938
C  40.39619  -13.08294  31.97942
O  41.12112  -13.62338  31.11539
N  40.01506  -11.79440  31.89667
N  39.90103  -13.78762  33.01794
H  39.33675  -11.35829  32.49632
H  40.52894  -11.19058  31.27515
H  39.94613  -14.79133  32.96517
H  39.27058  -13.40228  33.70039
C  46.66755  -13.71731  24.14981
O  45.88370  -13.01499  24.83823
N  46.92091  -15.01185  24.40031
N  47.34819  -13.15620  23.12079
H  46.54579  -15.44342  25.22298
H  47.56343  -15.52949  23.82681
H  47.12959  -12.22762  22.80972
H  47.93051  -13.71709  22.52212
C  45.17843  -9.17331  25.63680
O  44.94042  -10.29024  25.13741
N  45.74589  -9.09254  26.86775
N  44.76024  -8.04543  25.04353
H  45.68926  -8.21968  27.36051
H  46.37879  -9.83384  27.11802
H  44.50425  -8.09051  24.07268
H  44.89265  -7.12613  25.42894
C  42.65270  -14.79198  23.56852
O  43.04651  -13.65914  23.88184
N  41.62630  -14.99201  22.69617
N  43.17079  -15.90251  24.12947
H  41.32686  -14.14261  22.24120
H  40.87095  -15.60986  22.94733
H  42.89253  -16.81840  23.82626
H  43.76940  -15.75131  24.91991
C  47.41667  -12.82427  28.59634
O  48.39772  -13.41549  28.19736
N  47.25628  -12.46341  29.91196
N  46.35886  -12.54620  27.76923
H  46.49940  -11.88997  30.22653
H  48.05686  -12.60032  30.50334
H  45.57445  -12.02755  28.11277
H  46.43813  -12.92267  26.84046
C  42.89607  -17.22319  29.86285
O  42.61257  -16.09136  30.30925
N  42.30545  -18.33457  30.33242
N  43.69878  -17.37129  28.77645
H  42.69977  -19.21705  30.05144
H  41.65191  -18.30232  31.09467
H  44.28929  -18.16319  28.59462
H  43.88084  -16.51017  28.28962
C  44.19450  -11.62383  32.64499
O  43.74908  -12.45582  31.82995
N  44.84503  -12.01355  33.76448
N  44.01269  -10.28896  32.51816
H  45.43819  -11.40945  34.30731
H  44.89009  -13.00060  33.95023
H  43.87719  -9.89578  31.60369
H  44.14774  -9.68108  33.30730

Calculated values
Charge = +3
Spin multiplicity = 11
Highest occupied orbital energy (alpha / beta) = -15.6 / -15.6 eV
Kohn-Sham gap (alpha / beta) = 9.0 / 8.5 eV
ΔE to the lowest compared entry with this formula, charge and spin = 0.0 kcal/mol

Here are the Mulliken charges for atoms 1 to 2, given in e: number 1, Mn, carries 0.984; number 2, Mn, carries 0.947

=====

The following is a quantum chemistry calculation of C26H46BaN3O2S7SbSi3 as an isolated structure, from OMol25.

Atoms and positions in Å:
Ba  0.22853  0.17983  0.61217
C  -0.30709  3.86619  -0.42681
C  -1.29040  4.87676  -1.07439
N  -2.65214  4.34795  -1.05052
C  -3.04093  4.09900  0.33810
C  -2.06824  3.08767  0.99740
N  -1.04183  2.66722  0.01655
C  -1.71794  2.06526  -1.15257
C  -2.69549  3.08776  -1.78832
H  0.19318  4.29352  0.44450
H  0.46950  3.54760  -1.12438
H  -1.01872  5.08221  -2.11199
H  -1.28337  5.82868  -0.54109
H  -4.06031  3.71151  0.34435
H  -3.04382  5.05191  0.86962
H  -2.59801  2.20530  1.34793
H  -1.54742  3.52652  1.85061
H  -2.25288  1.16762  -0.82502
H  -0.94572  1.76599  -1.87268
H  -3.71765  2.70925  -1.76642
H  -2.43391  3.28436  -2.82950
O  -3.95142  0.13082  1.10674
S  -2.86518  -0.69016  1.57547
O  -1.86749  0.03440  2.36895
N  -2.04550  -1.42456  0.38709
C  -2.25577  -2.76118  0.38019
S  -1.63784  -3.81286  -0.72438
C  -3.09512  -3.19977  1.54217
C  -3.48729  -4.48494  1.87534
C  -4.25755  -4.66186  3.01548
C  -4.64026  -3.57975  3.80557
C  -4.25471  -2.28907  3.47495
C  -3.47443  -2.14181  2.34632
H  -3.18188  -5.31457  1.25168
H  -4.56702  -5.65894  3.30009
H  -5.23871  -3.74933  4.69062
H  -4.54059  -1.43931  4.07955
C  3.63417  -4.53804  0.52634
S  1.91979  -4.21190  0.04527
C  1.37590  -3.35000  1.47641
C  1.84408  -2.15379  1.90745
S  2.95501  -1.05865  1.14239
S  1.16338  -1.63468  3.44578
C  0.06124  -2.95684  3.71510
S  -0.97095  -3.03716  4.98268
S  0.21400  -4.16848  2.50252
H  4.08785  -5.07573  -0.30542
H  3.66791  -5.15900  1.41889
H  4.16393  -3.60107  0.68913
C  3.39340  2.75806  -5.29946
Si  2.34919  3.06272  -3.77554
C  0.53830  3.02885  -4.27250
C  2.75238  4.74989  -3.05699
Sb  2.65998  1.38726  -1.87358
Si  2.40669  -0.90198  -3.01753
C  0.81411  -1.57828  -2.30048
C  2.22680  -0.72629  -4.87521
C  3.82487  -2.04375  -2.60670
Si  5.12993  1.75013  -1.30835
C  5.93997  0.19288  -0.67598
C  6.09072  2.37549  -2.79041
C  5.10386  3.05060  0.03963
H  3.25349  3.58547  -6.00136
H  3.09700  1.83906  -5.80448
H  4.45528  2.69090  -5.06494
H  0.35945  3.69921  -5.11763
H  -0.09531  3.35941  -3.44772
H  0.21239  2.02816  -4.56526
H  2.56530  5.53588  -3.79374
H  3.79809  4.82044  -2.75165
H  2.13634  4.95829  -2.17907
H  -0.01198  -0.85795  -2.32420
H  0.98478  -1.93797  -1.28125
H  0.46273  -2.45565  -2.84869
H  1.44859  -0.00975  -5.14607
H  1.95163  -1.69365  -5.30490
H  3.16234  -0.40747  -5.33698
H  3.94745  -2.10487  -1.52338
H  4.75945  -1.70873  -3.05931
H  3.59991  -3.04634  -2.98177
H  6.03772  -0.55686  -1.46189
H  5.39700  -0.25727  0.15497
H  6.94524  0.44782  -0.32644
H  6.06360  1.64960  -3.60576
H  7.13723  2.52858  -2.51188
H  5.70398  3.32414  -3.16477
H  4.58673  2.66568  0.92102
H  4.58971  3.95812  -0.28396
H  6.12063  3.32297  0.33523

Calculated values
Highest occupied orbital energy = -7.4 eV
Kohn-Sham gap = 7.3 eV
ΔE to the lowest compared entry with this formula, charge and spin = 0.0 kcal/mol

Here are the Mulliken charges for atoms 1 to 2, given in e: number 1, Ba, carries 1.433; number 2, C, carries 0.099

=====

The following is a quantum chemistry calculation of an isolated ion of composition C7H10NO4S and charge -1 in a non-equilibrium geometry, from OMol25.

Atoms and positions in Å:
C  0.77462  -0.02599  0.35386
C  2.79027  0.98350  0.12153
C  -1.88650  -1.26657  -0.09734
C  -1.70948  0.21736  0.19201
C  -0.68377  -2.06660  0.50281
C  -0.36259  0.71025  -0.33934
C  -0.22528  2.22540  -0.19572
N  0.02157  -1.50977  1.50762
O  1.73792  0.75536  0.94834
O  3.65095  1.76508  0.43548
O  2.73891  0.34944  -1.00848
O  2.45824  -2.08810  -0.21607
S  1.59382  -1.13463  -0.87985
H  -2.80766  -1.61873  0.37622
H  -1.97031  -1.43759  -1.17486
H  -2.52256  0.79377  -0.26126
H  -1.72621  0.36417  1.27345
H  -1.03191  -3.06480  0.81151
H  0.04156  -2.21343  -0.45508
H  -0.31396  0.46016  -1.41171
H  0.70548  2.56882  -0.64614
H  -0.21791  2.50545  0.85510
H  -1.05518  2.72747  -0.69209

Calculated values
Charge = -1
Highest occupied orbital energy (alpha / beta) = -3.2 / -3.2 eV
Kohn-Sham gap (alpha / beta) = 6.5 / 6.5 eV
ΔE to the lowest compared entry with this formula, charge and spin = 75.5 kcal/mol

Here are the Mulliken charges for atoms 1 to 2, given in e: number 1, C, carries 0.236; number 2, C, carries 0.674

=====

no.,E_tot (Eh)
1,-5020.82540
2,-5254.79697
3,-1026.54563